[1]
Entry from OMol25: a molecular structure, C24H21F3IrN5OS2 (the ωB97M-V functional and the def2-TZVPD basis).

Positions of all 57 atoms, in Å:
Ir -0.706 -1.252 -1.307
F -2.565 -3.796 2.782
C -3.751 -3.491 2.230
F -4.026 -4.422 1.311
F -4.678 -3.545 3.179
C -3.692 -2.117 1.597
C -4.538 -1.094 2.003
C -4.442 0.150 1.399
C -3.499 0.341 0.401
N -2.677 -0.632 0.013
C -2.766 -1.838 0.600
S -1.577 -2.958 -0.052
H -5.263 -1.276 2.784
H -5.088 0.963 1.698
H -3.394 1.297 -0.096
C 0.854 -3.510 -4.822
C 0.953 -2.409 -3.819
O 0.501 -2.570 -2.663
N 1.531 -1.264 -4.187
C 1.732 -0.128 -3.296
C 0.556 0.822 -3.307
C 0.651 2.061 -3.914
C -0.472 2.873 -4.000
C -1.671 2.409 -3.487
C -1.690 1.174 -2.870
N -0.601 0.395 -2.759
H 0.983 -4.461 -4.311
H 1.581 -3.416 -5.625
H -0.150 -3.494 -5.251
H 1.867 -1.191 -5.135
H 2.627 0.395 -3.626
H 1.928 -0.507 -2.292
H 1.595 2.379 -4.333
H -0.412 3.843 -4.476
H -2.580 2.988 -3.557
H -2.604 0.774 -2.452
S 4.038 0.722 3.060
C 2.771 0.218 1.945
C 1.958 1.135 1.271
C 1.002 0.672 0.401
N 0.812 -0.641 0.167
C 1.595 -1.527 0.800
C 2.577 -1.139 1.686
C 3.102 1.886 4.038
C 2.284 1.430 5.061
C 1.568 2.371 5.788
N 1.629 3.678 5.559
C 2.440 4.103 4.598
C 3.201 3.251 3.806
H 2.074 2.198 1.430
H 0.358 1.357 -0.137
H 1.409 -2.573 0.592
H 3.179 -1.886 2.184
H 2.211 0.377 5.297
H 0.918 2.054 6.595
H 2.492 5.175 4.449
H 3.864 3.645 3.049

Values from the calculation:
* expectation value of S²: 6.0174
* ΔE to the lowest compared entry with this formula, charge and spin: 0.2045 eV
* HOMO level (alpha / beta): -0.5135 / -0.5154 Ha
* orbital gap (alpha / beta): 8.182 / 5.353 eV
* spin multiplicity: 5
* net charge: +2
* DFT total energy: -67373.4234 eV
* LUMO (alpha / beta): -5.79 / -8.67 eV

Mulliken atomic charge list, values in e, 4 entries: atom 1 (Ir): 2.000, atom 2 (F): -0.203, atom 3 (C): 0.681, atom 4 (F): -0.204


[2]
Entry from OMol25: 13 unconnected molecules or ions with the total composition C52H139N9O17 (the ωB97M-V functional and the def2-TZVPD basis).

Positions of all 217 atoms, in Å:
C 2.117 10.924 -2.942
C 2.831 10.130 -1.855
C 2.061 10.001 -0.544
O 2.316 11.185 0.169
C 1.459 11.298 1.291
N 2.921 8.754 -2.335
H 2.120 11.975 -2.653
H 1.110 10.555 -3.132
H 2.680 10.782 -3.864
H 3.834 10.501 -1.643
H 2.300 9.077 -0.017
H 0.989 9.979 -0.741
H 1.618 12.275 1.747
H 1.588 10.534 2.057
H 0.443 11.387 0.906
H 2.009 8.322 -2.294
H 3.472 8.232 -1.668
C -3.136 11.063 -3.543
C -2.968 11.486 -2.155
C -1.787 10.751 -1.496
O -1.835 9.336 -1.334
C -2.879 8.832 -0.428
N -2.776 12.947 -2.033
H -3.126 9.973 -3.561
H -2.273 11.403 -4.115
H -4.009 11.557 -3.971
H -3.894 11.183 -1.667
H -1.555 11.208 -0.533
H -0.944 11.048 -2.120
H -2.587 7.802 -0.225
H -3.873 8.811 -0.874
H -2.884 9.354 0.529
H -1.856 13.293 -2.263
H -2.898 13.266 -1.083
C 2.296 7.775 2.635
C 1.961 6.306 2.890
C 1.043 5.647 1.881
O -0.388 5.852 1.989
C -1.083 5.119 0.979
N 3.204 5.530 2.881
H 2.758 8.171 3.539
H 1.370 8.250 2.310
H 2.955 7.922 1.779
H 1.485 6.209 3.866
H 1.103 4.574 2.058
H 1.300 5.844 0.840
H -0.911 4.046 1.066
H -0.810 5.408 -0.036
H -2.139 5.373 1.071
H 2.990 4.558 3.051
H 3.826 5.785 3.635
C 4.548 6.393 -7.609
C 3.030 6.346 -7.425
C 2.590 5.257 -6.379
O 3.213 3.963 -6.653
C 2.615 2.905 -5.945
N 2.636 7.748 -7.054
H 4.814 7.084 -8.409
H 5.097 5.479 -7.832
H 5.052 6.784 -6.725
H 2.509 6.239 -8.376
H 1.508 5.186 -6.482
H 2.765 5.505 -5.332
H 2.411 3.215 -4.920
H 3.355 2.108 -6.025
H 1.686 2.607 -6.430
H 1.672 7.653 -6.771
H 3.114 7.998 -6.200
C 0.711 5.336 -2.975
C -0.149 6.596 -3.199
C -1.702 6.405 -3.167
O -2.099 5.588 -2.056
C -3.465 5.199 -2.160
N 0.352 7.404 -2.115
H 1.789 5.492 -2.960
H 0.461 4.537 -3.673
H 0.591 4.810 -2.028
H 0.149 7.024 -4.156
H -2.062 5.943 -4.086
H -2.168 7.389 -3.129
H -3.614 4.488 -2.973
H -4.069 6.100 -2.267
H -3.732 4.607 -1.284
H 0.234 6.883 -1.258
H -0.328 8.140 -1.993
C -5.699 7.468 -4.777
C -7.045 7.175 -4.070
O -7.933 8.213 -4.340
H -5.248 8.414 -4.477
H -5.860 7.507 -5.854
H -4.992 6.695 -4.476
H -6.995 7.079 -2.985
H -7.495 6.254 -4.442
H -7.540 9.082 -4.228
C -0.246 9.738 -5.253
C -0.654 9.335 -6.643
O -0.392 7.942 -6.729
H 0.716 9.300 -4.984
H -0.970 9.396 -4.513
H -0.100 10.814 -5.159
H -0.030 9.741 -7.440
H -1.706 9.476 -6.890
H -0.328 7.770 -7.672
C -6.641 6.810 -0.009
C -6.119 7.128 1.374
O -4.836 6.581 1.501
H -7.698 7.054 -0.115
H -6.559 5.771 -0.327
H -6.162 7.455 -0.746
H -6.671 6.686 2.204
H -6.063 8.174 1.674
H -4.508 6.882 2.351
C -6.080 3.080 -4.186
C -7.037 3.579 -3.095
O -7.247 2.430 -2.283
H -5.067 3.064 -3.782
H -5.980 3.767 -5.026
H -6.342 2.095 -4.571
H -7.885 4.026 -3.613
H -6.553 4.361 -2.511
H -7.667 1.756 -2.823
C -4.211 5.219 -7.019
O -3.735 4.193 -6.216
C -2.397 3.787 -6.398
C -2.270 2.653 -5.416
N -0.880 2.234 -5.157
C -0.864 0.969 -4.463
C 0.468 0.301 -4.421
O 0.590 -0.467 -5.668
C 1.794 -1.228 -5.783
H -4.234 4.956 -8.077
H -3.723 6.188 -6.919
H -5.280 5.292 -6.819
H -1.741 4.651 -6.294
H -2.228 3.352 -7.383
H -2.876 1.824 -5.781
H -2.790 2.855 -4.479
H -0.411 2.172 -6.049
H -1.572 0.296 -4.948
H -1.296 1.090 -3.469
H 0.543 -0.221 -3.467
H 1.298 1.004 -4.362
H 1.977 -1.746 -4.842
H 2.655 -0.606 -6.027
H 1.624 -1.850 -6.662
C 4.874 5.416 -3.518
O 5.458 5.157 -4.787
C 6.514 4.233 -4.704
C 6.982 3.991 -6.170
N 6.134 3.121 -6.918
C 6.479 3.010 -8.328
C 5.386 2.261 -9.094
O 5.536 2.707 -10.446
C 4.493 2.318 -11.380
H 4.698 4.501 -2.953
H 3.943 5.969 -3.643
H 5.601 6.018 -2.973
H 6.239 3.290 -4.230
H 7.342 4.632 -4.118
H 8.001 3.603 -6.194
H 7.100 4.955 -6.665
H 5.241 3.592 -6.894
H 7.420 2.500 -8.537
H 6.614 3.989 -8.787
H 4.426 2.566 -8.677
H 5.461 1.179 -8.983
H 4.437 1.233 -11.467
H 4.835 2.682 -12.348
H 3.564 2.861 -11.206
C -4.661 4.706 5.130
O -4.228 3.394 4.651
C -2.930 3.464 4.023
C -2.539 2.143 3.284
N -3.578 1.631 2.409
C -3.828 2.505 1.212
C -4.844 1.901 0.250
O -4.346 0.696 -0.316
C -5.289 -0.014 -1.051
H -3.978 5.323 5.715
H -5.580 4.478 5.670
H -5.030 5.270 4.273
H -2.181 3.636 4.797
H -2.837 4.245 3.269
H -2.378 1.377 4.043
H -1.569 2.138 2.787
H -4.398 1.311 2.904
H -2.903 2.735 0.683
H -4.172 3.487 1.536
H -5.064 2.529 -0.613
H -5.805 1.823 0.759
H -4.907 -0.976 -1.392
H -5.628 0.555 -1.917
H -6.176 -0.180 -0.439
C -0.660 -0.820 1.475
O -0.055 0.449 1.036
C -0.102 0.603 -0.375
C 0.769 1.826 -0.840
N 2.111 1.503 -0.462
C 3.010 2.618 -0.695
C 4.458 2.258 -0.250
O 4.477 1.893 1.157
C 5.680 1.467 1.674
H -1.628 -1.044 1.027
H -0.817 -0.680 2.544
H 0.044 -1.629 1.277
H -1.134 0.826 -0.646
H 0.350 -0.283 -0.822
H 0.522 2.734 -0.289
H 0.566 2.130 -1.867
H 2.116 1.207 0.503
H 2.630 3.580 -0.352
H 3.036 2.715 -1.781
H 5.083 3.134 -0.428
H 4.855 1.413 -0.812
H 6.363 2.301 1.520
H 6.059 0.526 1.274
H 5.640 1.342 2.756

Values from the calculation:
* ΔE to the lowest compared entry with this formula, charge and spin: 0.0000 eV
* HOMO level: -0.3027 Ha
* orbital gap: 8.529 eV
* spin multiplicity: 1
* net charge: 0
* DFT total energy: -104385.1292 eV
* LUMO: 0.29 eV

Mulliken atomic charge list, values in e, 4 entries: atom 1 (C): -0.736, atom 2 (C): -0.039, atom 3 (C): 1.336, atom 4 (O): -0.523